{"formula": "C48H62FGeN5O6TeTi", "method": "wB97M-V/def2-TZVPD", "relative_energy_kj_mol": 6.6, "gap_ev": [7.6, 6.6], "total_charge": 1, "homo_energy_ha": [-0.370, -0.390], "multiplicity": 2, "e_tot_ev": -160159.2107, "elements": ["Ti", "C", "C", "C", "C", "C", "C", "C", "F", "C", "C", "C", "O", "C", "C", "N", "C", "C", "O", "O", "H", "H", "H", "H", "H", "H", "H", "H", "H", "H", "H", "O", "H", "H", "O", "H", "H", "C", "Ge", "C", "C", "C", "H", "H", "H", "H", "H", "H", "H", "H", "H", "H", "H", "C", "C", "C", "C", "C", "C", "Te", "N", "C", "O", "C", "C", "C", "C", "C", "C", "C", "C", "C", "C", "C", "C", "C", "C", "C", "C", "H", "H", "H", "H", "H", "H", "H", "H", "H", "H", "H", "H", "H", "H", "H", "H", "H", "H", "H", "H", "H", "H", "H", "C", "C", "N", "C", "N", "C", "C", "C", "N", "C", "H", "H", "H", "H", "H", "H", "H", "H", "H", "H", "H", "H", "H"], "xyz": [[-0.532, 0.313, -0.810], [-6.841, 2.727, -4.252], [-6.379, 3.718, -3.186], [-6.440, 5.169, -3.638], [-5.473, 5.429, -4.787], [-4.098, 4.887, -4.481], [-2.994, 5.379, -5.140], [-1.722, 4.893, -4.848], [-0.676, 5.430, -5.489], [-1.522, 3.899, -3.936], [-2.629, 3.381, -3.256], [-2.431, 2.311, -2.287], [-1.315, 1.741, -2.207], [-3.563, 1.984, -1.494], [-4.786, 2.524, -1.790], [-4.994, 3.386, -2.785], [-3.915, 3.879, -3.514], [-3.427, 1.152, -0.264], [-4.271, 1.259, 0.621], [-2.390, 0.393, -0.190], [-7.869, 2.939, -4.550], [-6.799, 1.710, -3.859], [-6.201, 2.773, -5.136], [-6.997, 3.601, -2.297], [-6.184, 5.813, -2.794], [-7.460, 5.406, -3.939], [-5.407, 6.500, -4.977], [-5.844, 4.970, -5.707], [-3.103, 6.161, -5.881], [-0.536, 3.509, -3.723], [-5.648, 2.239, -1.199], [-2.135, 1.619, 2.389], [-3.048, 1.477, 2.081], [-1.908, 2.528, 2.170], [-1.234, -1.121, 2.269], [-1.949, -1.602, 2.702], [-1.511, -0.184, 2.281], [2.670, -2.712, -1.458], [1.892, -1.526, -2.834], [0.854, -2.732, -4.000], [3.493, -1.001, -3.858], [0.849, 0.080, -2.379], [2.827, -3.691, -1.917], [2.049, -2.831, -0.577], [3.648, -2.333, -1.153], [1.522, -3.495, -4.406], [0.416, -2.190, -4.841], [0.055, -3.230, -3.444], [4.029, -1.900, -4.172], [4.168, -0.404, -3.241], [3.245, -0.425, -4.751], [0.246, 0.231, -3.282], [1.548, 0.923, -2.344], [4.893, -4.336, 7.067], [4.242, -3.592, 5.931], [4.838, -3.540, 4.675], [4.262, -2.856, 3.609], [4.974, -2.864, 2.274], [3.041, -2.199, 3.826], [2.171, -1.234, 2.039], [0.718, 0.064, 0.717], [0.542, 1.345, 0.947], [0.006, 2.022, -0.034], [0.868, 2.079, 2.203], [1.377, 3.371, 2.101], [1.639, 4.103, 3.250], [1.355, 3.567, 4.498], [0.818, 2.290, 4.600], [0.590, 1.541, 3.457], [3.586, 0.338, 2.234], [3.914, 0.734, 3.531], [4.777, 1.791, 3.746], [5.321, 2.467, 2.661], [5.007, 2.065, 1.376], [4.140, 0.998, 1.132], [3.849, 0.641, -0.301], [2.422, -2.238, 5.072], [1.122, -1.514, 5.345], [3.032, -2.936, 6.110], [5.732, -4.933, 6.715], [4.177, -4.997, 7.558], [5.268, -3.638, 7.818], [5.785, -4.046, 4.516], [5.916, -3.405, 2.352], [5.195, -1.850, 1.934], [4.366, -3.356, 1.510], [1.576, 3.787, 1.121], [2.055, 5.100, 3.165], [1.553, 4.144, 5.393], [0.560, 1.881, 5.568], [0.152, 0.555, 3.535], [3.490, 0.215, 4.380], [5.022, 2.090, 4.757], [5.988, 3.305, 2.818], [5.436, 2.585, 0.526], [4.771, 0.627, -0.883], [3.189, 1.390, -0.745], [3.358, -0.324, -0.390], [0.612, -1.262, 4.414], [1.309, -0.586, 5.892], [0.457, -2.127, 5.952], [2.551, -2.958, 7.084], [-0.485, -5.275, -0.387], [-0.438, -4.187, 0.664], [-0.464, -2.914, -0.029], [-1.299, -2.688, -1.076], [-1.349, -1.475, -1.589], [-2.232, -1.302, -2.743], [-3.513, -2.087, -2.536], [-3.116, -3.547, -2.497], [-2.004, -3.736, -1.565], [-1.784, -5.123, -1.152], [-0.436, -6.263, 0.068], [0.365, -5.157, -1.064], [0.477, -4.240, 1.254], [-1.290, -4.291, 1.347], [-0.219, -2.094, 0.503], [-1.729, -1.667, -3.645], [-2.436, -0.245, -2.880], [-4.229, -1.912, -3.340], [-3.963, -1.795, -1.585], [-2.819, -3.892, -3.492], [-3.945, -4.173, -2.159], [-1.769, -5.736, -2.055], [-2.627, -5.458, -0.539]], "lowdin_spin": [0.04, 0.00, 0.00, 0.00, 0.00, 0.00, 0.00, 0.00, 0.00, 0.00, 0.00, 0.00, 0.00, 0.00, 0.00, 0.00, 0.00, 0.00, 0.00, 0.00, 0.00, 0.00, 0.00, 0.00, 0.00, 0.00, 0.00, 0.00, 0.00, 0.00, 0.00, 0.00, 0.00, 0.00, 0.01, 0.00, 0.00, 0.00, 0.00, 0.00, 0.00, 0.00, 0.00, 0.00, 0.00, 0.00, 0.00, 0.00, 0.00, 0.00, 0.00, 0.00, 0.00, 0.00, 0.00, 0.01, 0.03, 0.02, 0.11, 0.47, 0.15, 0.01, 0.01, 0.00, 0.00, 0.00, 0.00, 0.00, 0.01, 0.02, 0.02, 0.00, 0.02, 0.00, 0.02, 0.01, 0.00, 0.01, 0.00, 0.00, 0.00, 0.00, 0.00, 0.00, 0.00, 0.00, 0.00, 0.00, 0.00, 0.00, 0.01, 0.00, 0.00, 0.00, 0.00, 0.00, 0.00, 0.00, 0.01, 0.00, 0.00, 0.00, 0.00, 0.00, 0.00, 0.00, 0.00, 0.00, 0.00, 0.00, 0.00, 0.00, 0.00, 0.00, 0.00, 0.00, 0.00, 0.00, 0.00, 0.00, 0.00, 0.00, 0.00, 0.00, 0.00]}